# C5H15NO2

2 unconnected molecules or ions with the total composition C5H15NO2 (the ωB97M-V functional and the def2-TZVPD basis, the OMol25 dataset).

The calculation puts the relative energy (zero: lowest compared OMol25 entry of this formula, charge and spin) at 55.0 kcal/mol. The HOMO energy comes out at -9.14 eV. The structure (SMILES) is CCN(C)CCO.O. Its total charge is 0. The calculation puts the orbital gap at 0.369 Ha. The spin multiplicity is 1.

Element x y z (Å)
O: -1.88 -1.75 1.68
O: -2.48 -0.90 -0.83
N: 0.76 0.57 -0.65
C: -1.46 -0.15 -1.52
C: 0.29 0.46 0.78
C: 0.79 1.59 1.66
C: 2.22 0.42 -0.63
C: 0.00 -0.50 -1.33
H: 0.30 1.64 2.62
H: -2.32 -2.48 1.25
H: -0.78 0.28 0.95
H: 2.49 0.58 -1.68
H: 0.37 -1.49 -0.95
H: -1.84 -0.41 -2.52
H: 0.51 -0.56 1.21
H: 2.69 1.26 -0.13
H: -2.52 -0.69 0.11
H: -1.63 0.92 -1.42
H: 0.47 -0.71 -2.30
H: 1.87 1.63 1.70
H: 0.51 2.51 1.13
H: 2.67 -0.55 -0.43
H: -1.02 -1.65 1.28

***

# C5H15NO2

3 unconnected molecules or ions with the total composition C5H15NO2 (the ωB97M-V functional and the def2-TZVPD basis, the OMol25 dataset).

The calculation puts the relative energy (zero: lowest compared OMol25 entry of this formula, charge and spin) at 37.6 kcal/mol. The HOMO energy comes out at -9.16 eV. The structure (SMILES) is C/C=C/CNC.O.O. Its total charge is 0. The calculation puts the orbital gap at 0.366 Ha. The spin multiplicity is 1.

Element x y z (Å)
O: -0.21 2.33 0.82
O: 2.96 1.25 0.88
N: 0.31 -0.96 1.04
C: -1.86 0.91 -2.61
C: -0.19 -1.62 -0.18
C: -1.55 0.00 -1.46
C: 0.27 -1.89 2.16
C: -0.45 -0.70 -1.33
H: -0.30 -0.18 1.23
H: -1.64 0.50 -3.60
H: -1.41 1.88 -2.47
H: -2.95 1.07 -2.67
H: -1.05 -2.24 0.11
H: 0.83 -2.78 1.89
H: 3.34 0.37 1.00
H: 0.26 1.73 1.42
H: 2.09 1.08 0.50
H: 0.33 -0.70 -2.08
H: 0.59 -2.34 -0.43
H: 0.79 -1.47 3.01
H: -0.74 -2.14 2.47
H: -2.25 -0.02 -0.64
H: 0.53 2.81 0.43

***

# C5H15NO2

2 unconnected molecules or ions with the total composition C5H15NO2 (the ωB97M-V functional and the def2-TZVPD basis, the OMol25 dataset).

The calculation puts the relative energy (zero: lowest compared OMol25 entry of this formula, charge and spin) at 30.3 kcal/mol. The HOMO energy comes out at -9.15 eV. The structure (SMILES) is CCCNCCO.O. Its total charge is 0. The calculation puts the orbital gap at 0.368 Ha. The spin multiplicity is 1.

Element x y z (Å)
O: 2.79 0.20 -1.33
O: -0.34 -3.76 0.35
N: 0.38 1.00 0.35
C: -2.25 1.14 -1.22
C: 1.69 0.62 0.83
C: -0.71 0.08 0.55
C: 2.39 -0.37 -0.08
C: -2.06 0.71 0.23
H: 1.64 0.21 1.85
H: 3.33 -0.72 0.36
H: -1.35 1.74 -1.46
H: 1.76 -1.23 -0.38
H: 0.21 -3.52 -0.36
H: -2.11 0.35 -1.95
H: -0.56 -0.77 -0.12
H: -0.61 -2.99 0.86
H: -3.16 1.72 -1.36
H: 2.34 1.04 -1.52
H: -2.86 0.01 0.49
H: 0.10 1.92 0.66
H: -0.78 -0.44 1.51
H: -2.20 1.58 0.88
H: 2.36 1.48 0.85

***

# C5H15NO2

3 unconnected molecules or ions with the total composition C5H15NO2 (the ωB97M-V functional and the def2-TZVPD basis, the OMol25 dataset).

The calculation puts the relative energy (zero: lowest compared OMol25 entry of this formula, charge and spin) at 31.3 kcal/mol. The HOMO energy comes out at -8.51 eV. The structure (SMILES) is CCC/C=C/N.O.O. Its total charge is 0. The calculation puts the orbital gap at 0.339 Ha. The spin multiplicity is 1.

Element x y z (Å)
O: 1.90 -0.89 -1.67
O: -0.82 -0.35 -2.74
N: -1.57 1.80 -1.08
C: -0.97 1.13 0.03
C: 1.01 0.58 1.53
C: 0.40 -0.71 2.11
C: 0.29 1.25 0.44
C: 0.23 -1.68 0.91
H: -1.69 -0.81 -2.76
H: -2.54 2.03 -0.96
H: 1.10 1.29 2.37
H: -1.74 0.53 0.51
H: -1.05 0.54 -2.40
H: 0.81 1.96 -0.22
H: 0.99 -2.46 1.03
H: 1.70 -1.68 -1.16
H: 0.97 -1.17 2.91
H: -0.53 -0.31 2.50
H: 1.04 -0.62 -2.04
H: -0.69 -2.28 0.95
H: 0.12 -1.27 -0.08
H: 2.05 0.51 1.17
H: -1.03 2.61 -1.34

***

# C5H15NO2

2 unconnected molecules or ions with the total composition C5H15NO2 (the ωB97M-V functional and the def2-TZVPD basis, the OMol25 dataset).

The calculation puts the relative energy (zero: lowest compared OMol25 entry of this formula, charge and spin) at 36.4 kcal/mol. The HOMO energy comes out at -9.29 eV. The structure (SMILES) is NCCCCCO.O. Its total charge is 0. The calculation puts the orbital gap at 0.367 Ha. The spin multiplicity is 1.

Element x y z (Å)
O: -0.76 1.77 2.30
O: -2.60 0.66 0.01
N: 2.10 -1.73 1.06
C: 1.69 -1.81 -0.37
C: -0.63 0.74 -1.23
C: -1.78 -0.15 -0.85
C: 1.67 -0.39 -1.03
C: 0.64 0.55 -0.38
H: 1.45 -1.14 1.60
H: 0.33 0.06 0.59
H: 1.38 -0.61 -2.05
H: -1.44 -1.08 -0.41
H: -1.34 1.23 1.75
H: -3.20 0.09 0.51
H: -0.33 0.66 -2.29
H: 0.72 -2.29 -0.57
H: -2.30 -0.41 -1.78
H: 2.86 -1.03 1.12
H: 2.50 -2.33 -0.87
H: 1.09 1.52 -0.28
H: -1.14 2.65 2.24
H: -0.87 1.80 -1.15
H: 2.72 -0.13 -1.12

***

# C5H15NO2

3 unconnected molecules or ions with the total composition C5H15NO2 (the ωB97M-V functional and the def2-TZVPD basis, the OMol25 dataset).

The calculation puts the relative energy (zero: lowest compared OMol25 entry of this formula, charge and spin) at 83.0 kcal/mol. The HOMO energy comes out at -8.79 eV. The structure (SMILES) is CN1CCCC1.O.O. Its total charge is 0. The calculation puts the orbital gap at 0.346 Ha. The spin multiplicity is 1.

Element x y z (Å)
O: -4.12 -0.59 -0.68
O: 2.01 2.92 1.82
N: 0.40 0.34 0.23
C: -0.05 1.32 -0.88
C: 1.74 -0.23 -0.12
C: -0.67 -0.76 0.38
C: 1.39 -1.69 -0.58
C: -0.10 -1.93 -0.21
H: -1.66 -0.31 -0.05
H: -0.46 0.67 -1.72
H: -3.63 0.23 -1.01
H: 1.75 -1.86 -1.64
H: -0.52 -2.12 -1.23
H: -3.70 -1.16 -0.20
H: 2.46 -0.21 0.73
H: 1.98 -2.33 0.08
H: 0.74 2.04 -1.33
H: -0.83 1.94 -0.39
H: -0.79 -0.71 1.44
H: 2.11 0.40 -0.82
H: -0.45 -2.84 0.38
H: 1.62 2.37 1.02
H: 1.46 2.62 2.42

***

# C5H15NO2

3 unconnected molecules or ions with the total composition C5H15NO2 (the ωB97M-V functional and the def2-TZVPD basis, the OMol25 dataset).

The calculation puts the relative energy (zero: lowest compared OMol25 entry of this formula, charge and spin) at 33.1 kcal/mol. The HOMO energy comes out at -8.40 eV. The structure (SMILES) is CN1CCCC1.O.O. Its total charge is 0. The calculation puts the orbital gap at 0.331 Ha. The spin multiplicity is 1.

Element x y z (Å)
O: -4.30 2.65 -4.03
O: 4.80 -0.74 -5.21
N: 0.52 -0.61 1.23
C: -0.99 0.66 2.56
C: -0.14 0.71 1.32
C: -0.14 -0.13 3.52
C: -0.16 -1.51 0.32
C: 0.58 -1.13 2.61
H: 4.69 -1.69 -5.11
H: -2.00 0.27 2.40
H: 0.12 -2.13 2.64
H: -0.63 -0.59 4.38
H: 3.93 -0.36 -5.36
H: 0.05 -2.54 0.60
H: -0.73 0.93 0.44
H: 1.61 -1.32 2.91
H: -1.25 1.68 2.89
H: -4.93 1.93 -3.90
H: 0.61 0.53 3.95
H: -1.23 -1.34 0.13
H: -3.47 2.26 -3.74
H: 0.63 1.48 1.40
H: 0.30 -1.51 -0.66

***

# C5H15NO3

A molecular structure, C5H15NO3 (the ωB97M-V functional and the def2-TZVPD basis, the OMol25 dataset).

The calculation puts the relative energy (zero: lowest compared OMol25 entry of this formula, charge and spin) at 83.0 kcal/mol. The HOMO energy comes out at -9.32 eV. Its total charge is 0. The calculation puts the orbital gap at 0.374 Ha. The spin multiplicity is 1.

Element x y z (Å)
O: 0.47 -0.47 -1.40
O: -0.87 1.34 1.07
O: -1.32 1.63 -1.19
N: 0.68 -0.62 0.01
C: 0.28 -1.98 0.37
C: -2.14 1.16 -0.31
C: 3.12 -1.21 -0.37
C: 2.09 -0.31 0.30
C: -3.32 1.96 0.15
H: -0.52 1.97 0.29
H: 0.50 -2.12 1.43
H: 4.12 -0.81 -0.21
H: 3.10 -2.22 0.03
H: -2.28 0.07 -0.24
H: 2.93 -1.25 -1.45
H: -3.13 3.02 0.03
H: -4.19 1.68 -0.45
H: 0.80 -2.74 -0.22
H: -0.79 -2.07 0.21
H: 2.20 -0.34 1.39
H: 2.24 0.72 -0.02
H: -3.53 1.75 1.20
H: -0.31 0.52 0.87
H: -0.14 0.30 -1.50

***

# C5H15NO3

2 unconnected molecules or ions with the total composition C5H15NO3 (the ωB97M-V functional and the def2-TZVPD basis, the OMol25 dataset).

The calculation puts the relative energy (zero: lowest compared OMol25 entry of this formula, charge and spin) at 37.8 kcal/mol. The HOMO energy comes out at -8.88 eV. The structure (SMILES) is N[C@H](CO)CCCO.O. Its total charge is 0. The calculation puts the orbital gap at 0.347 Ha. The spin multiplicity is 1.

Element x y z (Å)
O: -2.68 0.28 1.07
O: 1.36 0.97 -1.87
O: -1.32 2.62 -0.25
N: 0.22 0.49 1.76
C: 1.77 -1.08 -0.52
C: 1.43 -0.50 -1.88
C: 0.55 -1.51 0.36
C: -0.32 -0.27 0.61
C: -1.72 -0.76 0.98
H: 2.31 -2.00 -0.75
H: 2.17 1.33 -1.47
H: 0.44 -0.70 -2.29
H: -1.78 3.37 0.13
H: -2.11 -1.54 0.30
H: -0.11 0.06 2.60
H: -2.69 0.91 0.34
H: 2.43 -0.38 0.00
H: -0.85 2.88 -1.05
H: -0.17 1.43 1.72
H: -1.80 -1.20 1.99
H: 0.94 -1.86 1.31
H: 2.25 -0.73 -2.57
H: -0.32 0.40 -0.24
H: 0.02 -2.23 -0.26

***

# C5H15NOPSr

A molecular structure, C5H15NOPSr (the ωB97M-V functional and the def2-TZVPD basis, the OMol25 dataset).

The HOMO energy comes out at -10.68 eV. Its total charge is +1. The calculation puts the orbital gap at 0.177 Ha. The spin multiplicity is 1.

Element x y z (Å)
Sr: 5.58 -0.64 -1.01
P: 1.73 0.11 0.13
O: -0.99 -0.59 1.32
N: -2.34 0.05 -0.48
C: 0.07 0.55 -0.53
C: 3.70 -0.45 0.73
C: -3.05 1.26 -0.07
C: -1.09 -0.06 0.24
C: -3.18 -1.15 -0.29
H: 2.34 1.39 -0.20
H: -0.03 0.27 -1.59
H: -4.20 -0.92 -0.57
H: 3.88 -0.90 -0.21
H: -2.39 2.13 -0.07
H: -3.16 -1.49 0.75
H: -0.04 1.64 -0.49
H: 1.54 0.53 1.49
H: 4.29 0.46 0.94
H: 2.32 -0.41 -1.25
H: 3.75 -1.18 1.53
H: -2.81 -1.94 -0.94
H: 1.45 -1.25 0.46
H: -3.85 1.45 -0.80
H: -3.51 1.17 0.93

***

# C5H15NP

2 unconnected molecules or ions with the total composition C5H15NP (the ωB97M-V functional and the def2-TZVPD basis, the OMol25 dataset).

The calculation puts the relative energy (zero: lowest compared OMol25 entry of this formula, charge and spin) at 18.9 kcal/mol. The HOMO energy comes out at -12.92 eV. Its total charge is +1. The calculation puts the orbital gap at 0.340 Ha. The spin multiplicity is 1.

Element x y z (Å)
P: 0.07 -0.88 0.94
N: -2.69 0.74 0.41
C: 0.96 1.72 0.57
C: 1.13 0.32 -0.02
C: 2.57 -0.15 0.17
C: 0.36 -2.42 -0.02
C: -2.17 -0.55 -0.11
H: 1.69 2.40 0.12
H: -2.81 0.67 1.43
H: 3.26 0.61 -0.19
H: -3.59 1.00 -0.01
H: -2.02 -0.51 -1.18
H: 0.39 -2.23 -1.09
H: 2.79 -0.32 1.23
H: 2.77 -1.07 -0.37
H: -0.45 -3.12 0.20
H: 1.14 1.71 1.64
H: -2.01 1.48 0.22
H: -2.79 -1.38 0.20
H: 1.29 -2.88 0.31
H: 0.87 0.32 -1.08
H: -0.03 2.13 0.38

***

# C5H15NP

2 unconnected molecules or ions with the total composition C5H15NP (the ωB97M-V functional and the def2-TZVPD basis, the OMol25 dataset).

The calculation puts the relative energy (zero: lowest compared OMol25 entry of this formula, charge and spin) at 42.5 kcal/mol. The HOMO energy (alpha / beta) comes out at -8.98 / -13.39 eV. Its total charge is +1. The calculation puts the orbital gap (alpha / beta) at 0.210 / 0.178 Ha. As for the expectation value of S²: 2.01. The spin multiplicity is 3.

Element x y z (Å)
P: 0.82 0.52 -1.37
N: -1.44 -0.63 1.89
C: -0.83 -1.82 1.58
C: 2.66 0.51 -1.01
C: 0.89 1.35 -2.96
C: -1.39 -0.12 3.06
C: -2.04 0.14 0.78
H: 2.95 1.52 -1.04
H: -1.36 -2.42 0.91
H: -2.73 0.95 1.05
H: -1.78 0.81 3.33
H: -0.41 -2.58 2.36
H: 0.09 -1.63 1.01
H: -1.31 0.62 0.02
H: -0.95 -0.72 3.91
H: 0.61 2.41 -2.95
H: 0.80 -0.90 -1.77
H: -2.60 -0.58 0.12
H: 2.77 0.09 -0.07
H: 0.09 1.04 -3.67
H: 3.20 0.07 -1.75
H: 1.96 1.37 -3.44

***

| no. | calculated total energy (eV) |
| --- | --- |
| 1 | -11011.56062 |
| 2 | -11012.31689 |
| 3 | -11012.63431 |
| 4 | -11012.58811 |
| 5 | -11012.36886 |
| 6 | -11010.34796 |
| 7 | -11012.51090 |
| 8 | -13058.18148 |
| 9 | -13060.14180 |
| 10 | -19077.10219 |
| 11 | -16199.29155 |
| 12 | -16194.43922 |